83
Properties=species:S:1:pos:R:3 method="wB97M-V/def2-TZVPD" homo_lumo_gap_ev=8.00 e_homo_ev=-5.97 molar_mass_g_mol=551.6 total_charge=-1 multiplicity=1
C -1.21 -1.23 -2.28
F -0.60 -2.28 -1.79
F -0.35 -0.24 -2.67
F -1.97 -1.61 -3.30
S -2.38 -0.49 -0.94
O -3.48 -1.49 -0.77
O -1.56 -0.31 0.27
O -2.83 0.80 -1.45
O -3.38 -5.16 3.18
H -4.25 -5.56 3.09
H -3.38 -4.43 2.56
O -7.97 -1.60 2.85
H -8.21 -0.72 3.14
H -7.11 -1.49 2.43
O -5.67 -5.08 -2.84
H -5.66 -4.47 -2.10
H -6.59 -5.07 -3.13
O -2.71 5.94 2.47
H -2.05 5.27 2.68
H -2.23 6.57 1.94
O -2.25 5.30 -3.93
H -2.88 5.08 -4.61
H -2.41 4.67 -3.24
O -9.17 -0.85 -2.41
H -10.00 -0.38 -2.33
H -8.86 -0.94 -1.51
O -7.17 0.91 -6.46
H -6.32 0.47 -6.45
H -7.71 0.40 -5.86
O -6.63 3.49 1.12
H -6.30 3.09 0.32
H -5.87 3.92 1.52
O 0.54 -2.22 5.02
H 0.33 -3.15 4.95
H -0.13 -1.79 4.49
C -4.79 1.58 7.48
C -5.29 1.59 8.91
C -6.64 2.28 9.04
O -5.51 0.26 9.33
H -3.93 0.96 7.27
H -4.54 2.53 6.99
H -5.52 1.14 6.79
H -4.57 2.00 9.62
H -6.82 2.50 10.10
H -7.36 1.66 8.50
H -6.54 3.29 8.67
H -4.60 -0.03 9.47
C 9.26 -3.00 -1.59
C 8.10 -3.22 -0.48
C 6.71 -2.77 -1.01
O 7.96 -4.55 -0.30
H 10.14 -3.60 -1.36
H 9.56 -1.96 -1.71
H 8.91 -3.40 -2.54
H 8.30 -2.75 0.49
H 5.89 -3.09 -0.37
H 6.46 -3.22 -1.98
H 6.62 -1.74 -1.36
H 7.11 -4.60 0.14
C 3.91 5.84 2.32
C 3.51 4.42 1.95
C 4.51 3.37 2.39
O 2.27 4.09 2.63
H 3.98 6.02 3.39
H 3.23 6.60 1.93
H 4.91 6.12 1.99
H 3.42 4.34 0.87
H 5.46 3.39 1.85
H 3.97 2.43 2.26
H 4.73 3.50 3.45
H 1.96 3.23 2.36
C 6.56 -2.91 -9.65
C 6.64 -2.52 -8.13
C 5.40 -1.62 -7.79
O 6.58 -3.76 -7.40
H 7.36 -3.60 -9.94
H 6.63 -2.11 -10.39
H 5.76 -3.63 -9.82
H 7.53 -1.97 -7.82
H 5.50 -0.65 -8.27
H 5.44 -1.44 -6.72
H 4.41 -2.06 -7.93
H 5.82 -4.29 -7.63